Density functional theory data (ωB97M-V/def2-TZVPD) for C7H12O2 as an isolated structure at a distorted geometry.

The geometry in ORCA input format:
```
! wB97M-V def2-TZVPD RIJCOSX def2/J DEFGRID3
* xyz 0 1
C -2.0452 -0.3238 1.8516
C -1.3613 1.0440 -1.4247
C 1.3127 -1.2384 -0.9916
C -1.0011 0.0876 0.9140
C -0.6622 0.3382 -0.3124
C 0.9454 0.1255 -0.4457
C 1.7061 1.1999 -0.7925
O 0.5704 -0.4555 1.3305
O 1.7040 -0.4972 2.2606
H 2.1742 -1.2238 1.8168
H -2.9711 0.2387 1.6909
H -2.2617 -1.3925 1.7588
H -1.7444 -0.1322 2.8856
H -1.2303 0.4922 -2.3606
H -2.4275 1.1532 -1.2178
H -0.9085 2.0297 -1.5684
H 1.4936 -1.1934 -2.0680
H 2.2316 -1.5894 -0.5158
H 0.5301 -1.9783 -0.8090
H 1.4574 2.2007 -0.4649
H 2.4879 1.1146 -1.5376
*
```

LUMO level	0.40	eV
frontier orbital gap	7.9	eV
relative energy (zero: lowest compared OMol25 entry of this formula, charge and spin)	7.599	eV